(1)
# C15H29BrN2O5

A 3-piece molecular cluster, C15H29BrN2O5 overall in a non-equilibrium geometry (the ωB97M-V functional and the def2-TZVPD basis, the Open Molecules 2025 dataset).

Values from the calculation:
lowest unoccupied orbital energy: -0.84 eV
HOMO level: -9.25 eV
HOMO-LUMO gap: 8.414 eV
SMILES: O=C1C=C(CCCBr)C(=O)O1.COC[C@@H](C)N.COC[C@@H](C)N

The geometry in XYZ format:
```
52
Properties=species:S:1:pos:R:3:lowdin_charge:R:1
O 1.553 -1.122 -6.302 0.167
C 1.680 -0.887 -5.131 -0.394
C 2.626 -0.003 -4.416 0.063
C 2.189 0.230 -3.187 -0.136
C 2.769 1.063 -2.107 -0.137
C 1.990 2.340 -1.777 -0.245
C 2.416 3.623 -2.483 -0.577
Br 2.840 3.438 -4.373 0.672
C 0.918 -0.543 -3.069 -0.375
O 0.071 -0.511 -2.221 0.150
O 0.833 -1.404 -4.148 0.136
H 3.531 0.357 -4.862 0.122
H 3.802 1.280 -2.347 0.123
H 2.760 0.449 -1.210 0.110
H 2.172 2.537 -0.725 0.109
H 0.921 2.205 -1.875 0.112
H 3.242 4.102 -1.985 0.057
H 1.588 4.315 -2.454 0.051
C 1.090 -1.010 0.579 -0.096
O 2.329 -0.747 1.230 -0.191
C 2.264 0.237 2.243 -0.214
C 1.738 -0.269 3.593 -0.429
C 0.230 -0.482 3.598 -0.068
N 2.399 -1.506 4.020 0.040
H 0.484 -0.106 0.489 0.082
H 0.525 -1.781 1.106 0.081
H 1.314 -1.382 -0.412 0.069
H 3.292 0.583 2.384 0.120
H 1.679 1.101 1.895 0.116
H 1.968 0.503 4.334 0.134
H -0.056 -1.393 3.077 0.056
H -0.143 -0.566 4.619 0.079
H -0.286 0.354 3.122 0.077
H 3.396 -1.337 4.115 0.070
H 2.332 -2.171 3.254 0.069
C -2.843 -2.409 1.417 -0.099
O -2.298 -1.105 1.346 -0.212
C -2.629 -0.375 0.180 -0.210
C -4.003 0.310 0.220 -0.429
C -5.173 -0.645 0.006 -0.070
N -4.216 1.051 1.467 0.040
H -2.902 -2.875 0.429 0.094
H -3.832 -2.402 1.882 0.076
H -2.184 -3.008 2.047 0.085
H -1.867 0.406 0.102 0.111
H -2.524 -1.009 -0.710 0.120
H -4.017 1.031 -0.603 0.135
H -5.388 -1.233 0.898 0.064
H -6.076 -0.084 -0.233 0.075
H -4.976 -1.332 -0.819 0.079
H -3.499 1.764 1.559 0.068
H -4.032 0.415 2.238 0.068
```

***

(2)
# C15H29ClGeIrN3O7

C15H29ClGeIrN3O7 as an isolated structure in a non-equilibrium geometry (the ωB97M-V functional and the def2-TZVPD basis, the Open Molecules 2025 dataset).

Values from the calculation:
energy above the lowest of the compared OMol25 structures with the same formula, charge and spin: 28.3 kcal per mole
spin multiplicity: 2
lowest unoccupied orbital energy (alpha / beta): -3.80 / -5.51 eV
HOMO level (alpha / beta): -11.07 / -11.07 eV
HOMO-LUMO gap (alpha / beta): 7.275 / 5.567 eV
charge: +1

The geometry in XYZ format:
```
57
Properties=species:S:1:pos:R:3:lowdin_charge:R:1
Ir 1.071 0.453 0.163 1.482
N 0.193 2.215 -0.384 -0.065
C 0.912 3.445 0.031 -0.152
C 1.472 3.207 1.423 -0.148
N 2.222 1.936 1.424 -0.137
C 3.636 1.949 1.003 -0.152
C 3.726 1.714 -0.499 -0.166
N 2.912 0.521 -0.834 -0.086
H -0.078 2.261 -1.364 0.119
H -0.667 2.135 0.171 0.106
H 0.225 4.291 0.009 0.140
H 1.699 3.641 -0.692 0.109
H 0.656 3.093 2.135 0.132
H 2.090 4.048 1.742 0.137
H 2.121 1.456 2.315 0.129
H 4.132 1.134 1.528 0.125
H 4.131 2.881 1.282 0.137
H 4.759 1.567 -0.815 0.137
H 3.330 2.555 -1.063 0.106
H 3.369 -0.303 -0.434 0.111
H 2.882 0.379 -1.839 0.105
O -3.859 -0.239 3.453 0.105
C -3.782 -0.085 2.132 -0.246
C -4.985 -0.097 1.416 0.015
C -4.984 0.044 0.048 -0.052
C -3.785 0.200 -0.653 -0.091
C -2.605 0.229 0.053 -0.084
C -2.565 0.103 1.446 -0.069
C -1.324 0.204 2.234 -0.480
O -1.276 -0.039 3.422 0.116
O -0.209 0.715 1.668 -0.257
H -2.944 -0.239 3.811 0.089
H -5.904 -0.227 1.971 0.128
H -5.924 0.024 -0.488 0.114
H -3.786 0.273 -1.733 0.107
H -1.670 0.293 -0.483 0.046
C -1.700 -2.749 -0.700 -0.188
Ge -0.208 -2.167 -1.798 0.776
C 1.333 -3.348 -1.754 -0.195
C -0.853 -2.085 -3.650 -0.205
C 0.386 -0.237 -1.641 -0.384
H -1.886 -3.786 -0.985 0.039
H -2.592 -2.164 -0.922 0.012
H -1.506 -2.714 0.368 0.019
H 1.003 -4.305 -2.161 0.035
H 1.723 -3.518 -0.754 -0.003
H 2.133 -2.975 -2.395 0.026
H -1.254 -3.066 -3.910 0.032
H -0.060 -1.847 -4.360 0.026
H -1.655 -1.354 -3.761 0.021
H -0.454 0.363 -2.001 -0.002
H 1.162 -0.181 -2.408 0.003
O 2.604 -3.101 1.476 -0.257
Cl 1.849 -1.980 1.892 0.743
O 1.553 -1.966 3.268 -0.227
O 2.600 -0.727 1.528 -0.449
O 0.632 -1.832 1.066 -0.434
```

***

(3)
# C15H29CoN5O

C15H29CoN5O as an isolated structure (the ωB97M-V functional and the def2-TZVPD basis, the Open Molecules 2025 dataset).

Values from the calculation:
spin multiplicity: 2
lowest unoccupied orbital energy (alpha / beta): -5.98 / -5.90 eV
HOMO level (alpha / beta): -15.15 / -15.33 eV
HOMO-LUMO gap (alpha / beta): 9.171 / 9.436 eV
charge: +2

The geometry in XYZ format:
```
51
Properties=species:S:1:pos:R:3:lowdin_charge:R:1
Co 0.328 0.330 0.328 0.549
C 3.426 -0.693 -0.499 -0.155
C 3.238 -0.026 0.852 -0.174
N 2.173 1.006 0.824 -0.103
C 2.032 1.671 2.144 -0.155
C 0.739 2.452 2.139 -0.151
N -0.343 1.514 1.761 -0.118
C -1.650 2.197 1.543 -0.159
C -1.737 2.997 0.251 -0.149
C -1.695 2.157 -1.015 -0.181
N -0.347 1.602 -1.249 -0.089
C -0.266 0.761 -2.458 -0.165
C 0.994 -0.075 -2.391 -0.150
N 0.992 -0.855 -1.126 -0.110
C 2.271 -1.589 -0.918 -0.162
H 4.320 -1.316 -0.449 0.135
H 3.643 0.057 -1.264 0.117
H 4.174 0.424 1.190 0.138
H 2.946 -0.768 1.600 0.132
H 2.453 1.717 0.149 0.141
H 2.895 2.299 2.373 0.142
H 1.991 0.883 2.900 0.135
H 0.780 3.244 1.390 0.123
H 0.542 2.922 3.104 0.143
H -0.493 0.882 2.547 0.140
H -1.841 2.851 2.397 0.135
H -2.412 1.418 1.543 0.122
H -0.973 3.779 0.212 0.116
H -2.688 3.531 0.273 0.134
H -2.019 2.746 -1.878 0.136
H -2.379 1.312 -0.914 0.111
H 0.290 2.386 -1.370 0.138
H -0.301 1.347 -3.379 0.142
H -1.143 0.107 -2.465 0.117
H 1.873 0.571 -2.389 0.122
H 1.080 -0.739 -3.254 0.142
H 0.271 -1.568 -1.227 0.122
H 2.525 -2.121 -1.837 0.134
H 2.092 -2.338 -0.144 0.131
O -1.264 -0.788 0.845 -0.177
N -1.779 -1.946 0.431 -0.174
C -2.599 -1.976 -0.634 0.001
C -3.158 -3.164 -1.053 -0.002
C -2.878 -4.333 -0.361 -0.008
C -2.035 -4.274 0.739 0.000
C -1.493 -3.066 1.119 0.015
H -2.802 -1.018 -1.089 0.129
H -3.819 -3.157 -1.908 0.131
H -3.319 -5.272 -0.667 0.132
H -1.794 -5.156 1.316 0.132
H -0.841 -2.927 1.968 0.148
```

***

What is the formula in the third record? C15H29CoN5O